ORCA calculation (ωB97M-V with the def2-TZVPD basis set) on 9 unconnected molecules or ions with the total composition C42H109ClN8O4.

F_max = 2.65 eV/A
total energy = -2864.4429 Ha
orbital gap = 0.2911 hartree
E_HOMO = -7.792 eV

Positions of all 164 atoms, in Å:
N1 0.954 3.111 -1.232
H1 1.376 3.537 -0.420
H2 1.373 3.455 -2.084
H3 -0.031 3.337 -1.229
H4 0.868 2.114 -1.095
Cl1 0.798 -0.541 -0.374
O1 0.373 0.509 0.529
O2 -0.235 -1.452 -0.717
O3 1.193 0.074 -1.612
O4 1.909 -1.182 0.190
C1 0.955 -1.363 -4.873
C2 0.328 -2.576 -4.134
N2 -0.114 -3.623 -5.061
C3 -1.124 -4.395 -4.398
C4 -0.603 -5.129 -3.180
C5 1.006 -4.352 -5.646
C6 0.707 -5.381 -6.729
H5 1.784 -1.728 -5.479
H6 1.431 -0.678 -4.172
H7 0.250 -0.747 -5.430
H8 1.042 -2.976 -3.415
H9 -0.559 -2.189 -3.631
H10 -1.543 -5.140 -5.073
H11 -2.021 -3.806 -4.207
H12 -1.356 -5.832 -2.822
H13 -0.223 -4.469 -2.401
H14 0.205 -5.741 -3.582
H15 1.608 -3.579 -6.123
H16 1.614 -4.892 -4.920
H17 0.075 -4.923 -7.489
H18 1.622 -5.832 -7.113
H19 0.175 -6.211 -6.264
C7 0.640 -0.727 6.912
C8 1.873 -1.313 6.148
N3 2.065 -0.638 4.880
C9 3.252 -1.193 4.296
C10 3.866 -0.219 3.292
C11 0.952 -0.630 3.923
C12 0.523 -2.004 3.496
H20 0.396 -1.292 7.811
H21 -0.249 -0.766 6.283
H22 0.825 0.307 7.203
H23 2.757 -1.155 6.766
H24 1.646 -2.373 6.033
H25 3.948 -1.345 5.121
H26 3.042 -2.175 3.871
H27 3.132 -0.021 2.511
H28 4.104 0.686 3.852
H29 4.794 -0.613 2.877
H30 1.259 -0.036 3.063
H31 0.089 -0.095 4.319
H32 -0.551 -2.178 3.432
H33 0.875 -2.770 4.187
H34 0.899 -2.192 2.491
C13 -1.432 5.490 -2.807
C14 -2.271 4.186 -2.702
N4 -1.977 3.379 -1.492
C15 -2.495 4.088 -0.276
C16 -2.234 3.328 1.047
C17 -2.504 1.997 -1.582
C18 -1.898 1.225 -2.772
H35 -1.643 6.230 -2.035
H36 -1.711 6.006 -3.726
H37 -0.370 5.256 -2.740
H38 -3.338 4.347 -2.853
H39 -2.072 3.587 -3.591
H40 -2.043 5.073 -0.165
H41 -3.527 4.431 -0.357
H42 -1.234 2.903 1.129
H43 -2.411 3.965 1.914
H44 -2.920 2.488 1.157
H45 -3.591 1.910 -1.570
H46 -2.294 1.409 -0.689
H47 -2.481 1.408 -3.675
H48 -2.012 0.164 -2.549
H49 -0.849 1.474 -2.929
C19 -2.872 -0.653 1.857
C20 -4.363 -0.604 1.449
N5 -4.993 0.529 2.180
C21 -5.268 0.103 3.573
C22 -5.679 1.209 4.436
C23 -6.275 0.951 1.527
C24 -6.046 1.690 0.239
H50 -2.356 -1.492 1.391
H51 -2.704 -0.773 2.927
H52 -2.377 0.263 1.534
H53 -4.489 -0.521 0.369
H54 -4.818 -1.565 1.691
H55 -5.986 -0.716 3.532
H56 -4.376 -0.319 4.037
H57 -5.048 2.096 4.379
H58 -6.708 1.511 4.241
H59 -5.601 0.936 5.488
H60 -6.890 1.597 2.154
H61 -6.890 0.079 1.306
H62 -6.992 1.934 -0.246
H63 -5.454 1.089 -0.451
H64 -5.556 2.654 0.379
C25 -7.411 -0.676 -2.026
C26 -6.521 -1.874 -1.800
N6 -5.494 -2.116 -2.862
C27 -4.704 -0.968 -3.338
C28 -3.822 -1.309 -4.571
C29 -4.653 -3.307 -2.601
C30 -3.628 -3.092 -1.438
H65 -6.850 0.253 -1.929
H66 -8.183 -0.714 -1.257
H67 -7.818 -0.679 -3.037
H68 -6.041 -1.697 -0.837
H69 -7.179 -2.740 -1.739
H70 -4.103 -0.553 -2.530
H71 -5.363 -0.180 -3.704
H72 -4.434 -1.852 -5.292
H73 -2.889 -1.811 -4.316
H74 -3.498 -0.377 -5.034
H75 -5.278 -4.196 -2.518
H76 -4.159 -3.471 -3.560
H77 -4.087 -2.844 -0.480
H78 -3.030 -4.001 -1.375
H79 -2.937 -2.266 -1.607
C31 9.145 -3.545 1.361
C32 7.653 -3.167 1.230
N7 7.406 -2.015 0.357
C33 8.199 -0.820 0.596
C34 7.862 -0.053 1.892
C35 5.960 -1.811 0.250
C36 5.517 -0.892 -0.854
H80 9.273 -4.503 1.865
H81 9.653 -2.771 1.935
H82 9.682 -3.644 0.418
H83 7.119 -4.029 0.828
H84 7.277 -2.907 2.219
H85 9.264 -1.043 0.525
H86 8.010 -0.172 -0.259
H87 7.965 -0.544 2.859
H88 8.495 0.828 2.001
H89 6.859 0.373 1.843
H90 5.623 -1.388 1.197
H91 5.326 -2.690 0.133
H92 4.429 -0.850 -0.800
H93 5.864 -1.370 -1.770
H94 5.945 0.110 -0.889
C37 0.517 5.918 1.380
C38 2.046 5.536 1.519
N8 2.306 4.120 1.126
C39 3.722 3.883 0.811
C40 4.136 2.438 0.532
C41 1.846 3.200 2.206
C42 2.520 3.222 3.578
H95 0.527 6.983 1.608
H96 -0.080 5.417 2.142
H97 0.240 5.699 0.348
H98 2.654 6.177 0.880
H99 2.430 5.771 2.511
H100 4.014 4.428 -0.087
H101 4.338 4.160 1.666
H102 4.222 1.767 1.386
H103 3.407 2.017 -0.160
H104 5.124 2.398 0.073
H105 1.921 2.170 1.859
H106 0.774 3.353 2.337
H107 2.204 4.093 4.152
H108 3.609 3.252 3.586
H109 2.154 2.372 4.153